(1)
The molecule C13H23N3OS, computed with ωB97M-V/def2-TZVPD.

Values from the calculation:
* relative energy (zero: lowest compared OMol25 entry of this formula, charge and spin): 24.8 kJ/mol
* spin multiplicity: 1
* orbital gap: 9.26 eV

Atoms and positions in Å:
C (-5.2949, -2.3173, -0.7824)
C (-4.8894, -0.8483, -0.7716)
C (-4.5202, -0.3784, 0.6348)
C (-4.0908, 1.0938, 0.6988)
C (-2.5756, 1.3072, 0.7037)
C (-1.8886, 0.8701, -0.5884)
C (-0.4310, 1.3216, -0.6748)
C (0.4631, 0.6410, 0.3714)
C (1.8762, 1.0408, 0.1862)
N (2.8046, 0.3661, -0.4501)
C (3.8989, 1.1569, -0.3632)
S (5.4264, 0.7201, -1.0637)
C (5.2309, -1.1011, -0.9924)
C (5.4461, -1.5236, 0.4460)
C (6.8820, -1.4836, 0.8931)
O (4.5321, -1.8403, 1.1614)
N (3.6962, 2.2863, 0.2786)
N (2.3979, 2.2074, 0.6238)
H (-6.1478, -2.4831, -0.1276)
H (-5.5674, -2.6325, -1.7869)
H (-4.4740, -2.9427, -0.4377)
H (-5.7197, -0.2427, -1.1427)
H (-4.0471, -0.7031, -1.4488)
H (-3.7205, -1.0088, 1.0294)
H (-5.3918, -0.5261, 1.2768)
H (-4.4868, 1.5401, 1.6139)
H (-4.5292, 1.6365, -0.1415)
H (-2.3816, 2.3721, 0.8606)
H (-2.1511, 0.7641, 1.5504)
H (-2.4291, 1.2992, -1.4353)
H (-1.9273, -0.2160, -0.6783)
H (-0.0423, 1.0821, -1.6668)
H (-0.3778, 2.4063, -0.5495)
H (0.3992, -0.4414, 0.2603)
H (0.1420, 0.9166, 1.3772)
H (4.2225, -1.3337, -1.3301)
H (5.9886, -1.5082, -1.6584)
H (7.4171, -2.3090, 0.4258)
H (6.9441, -1.5867, 1.9729)
H (7.3485, -0.5539, 0.5768)
H (1.9678, 2.9524, 1.1481)

=====

(2)
A structure of composition C44H40ClIrN3P2S6, computed with ωB97M-V/def2-TZVPD.

Values from the calculation:
* ⟨S²⟩: 0.78
* relative energy (zero: lowest compared OMol25 entry of this formula, charge and spin): 70.7 kJ/mol
* spin multiplicity: 2
* net charge: +2
* orbital gap (spin up / spin down): 6.12 / 4.82 eV

Atoms and positions in Å:
Ir (-0.1552, 0.2237, 0.0890)
C (-0.2390, -2.7330, 1.9153)
N (-1.4369, -2.3425, 2.6109)
C (-2.5273, -1.8116, 1.8463)
P (-2.1203, -0.9381, 0.2714)
C (-2.0653, -2.3150, -0.9223)
C (-3.2583, -2.8908, -1.3653)
C (-3.2299, -3.9444, -2.2647)
C (-2.0173, -4.4270, -2.7409)
C (-0.8291, -3.8561, -2.3120)
C (-0.8524, -2.8091, -1.4011)
C (-3.6789, -0.0193, 0.0353)
C (-3.7254, 1.2579, -0.5202)
C (-4.9289, 1.9368, -0.6392)
C (-6.1066, 1.3501, -0.2047)
C (-6.0789, 0.0773, 0.3455)
C (-4.8779, -0.6014, 0.4701)
C (-1.7971, -3.0091, 3.8243)
C (-1.4885, -4.3506, 4.0241)
C (-1.8683, -4.9872, 5.1974)
C (-2.5774, -4.2996, 6.1693)
C (-2.9033, -2.9667, 5.9631)
C (-2.5132, -2.3221, 4.8002)
P (0.8108, -1.2220, 1.7090)
C (2.4395, -1.8434, 1.2363)
C (3.5632, -1.0210, 1.3584)
C (4.8157, -1.4888, 1.0021)
C (4.9577, -2.7805, 0.5074)
C (3.8447, -3.5906, 0.3523)
C (2.5861, -3.1254, 0.7132)
C (0.9825, -0.7373, 3.4564)
C (-0.0715, -0.1022, 4.1145)
C (0.0287, 0.2140, 5.4588)
C (1.1860, -0.0884, 6.1649)
C (2.2393, -0.7134, 5.5190)
C (2.1410, -1.0383, 4.1721)
H (-0.4348, -3.1849, 0.9398)
H (0.3293, -3.4542, 2.4992)
H (-3.1034, -1.0983, 2.4405)
H (-3.2235, -2.6022, 1.5230)
H (-4.2143, -2.5130, -1.0318)
H (-4.1590, -4.3827, -2.6036)
H (-2.0024, -5.2464, -3.4470)
H (0.1194, -4.2158, -2.6882)
H (0.0839, -2.3776, -1.0737)
H (-2.8247, 1.7366, -0.8678)
H (-4.9431, 2.9264, -1.0770)
H (-7.0446, 1.8822, -0.2905)
H (-6.9946, -0.3934, 0.6770)
H (-4.8929, -1.5848, 0.9183)
H (-0.9646, -4.9126, 3.2607)
H (-1.6239, -6.0313, 5.3402)
H (-2.8825, -4.8006, 7.0775)
H (-3.4568, -2.4217, 6.7165)
H (-2.7642, -1.2790, 4.6569)
H (3.4619, -0.0097, 1.7370)
H (5.6803, -0.8472, 1.1056)
H (5.9384, -3.1533, 0.2443)
H (3.9512, -4.5887, -0.0506)
H (1.7305, -3.7748, 0.5761)
H (-0.9780, 0.1374, 3.5778)
H (-0.8057, 0.6871, 5.9627)
H (1.2600, 0.1530, 7.2170)
H (3.1438, -0.9557, 6.0606)
H (2.9653, -1.5499, 3.6974)
Cl (1.2603, -0.5777, -2.8575)
C (1.5242, -0.1102, -1.1480)
H (1.9304, 0.9112, -1.1750)
H (2.2805, -0.7855, -0.7823)
N (-1.9252, 0.1733, -3.0089)
C (-1.3433, 1.3360, -2.6834)
N (-0.6493, 1.5583, -1.5818)
C (-0.1350, 2.8724, -1.6019)
C (0.7255, 3.4388, -0.6710)
C (1.1334, 4.7511, -0.8298)
C (0.6971, 5.5121, -1.9131)
C (-0.1470, 4.9585, -2.8586)
C (-0.5472, 3.6414, -2.6874)
S (-1.5432, 2.6883, -3.7422)
H (-1.4830, -0.6765, -2.6918)
H (-2.3648, 0.1058, -3.9131)
H (1.1062, 2.8566, 0.1552)
H (1.8117, 5.1869, -0.1085)
H (1.0332, 6.5331, -2.0261)
H (-0.4755, 5.5329, -3.7142)
C (-3.2165, 3.7661, 3.0850)
S (-2.0273, 3.4980, 4.4179)
C (-0.5065, 3.1352, 3.7050)
C (-0.1777, 2.4359, 2.5284)
S (-1.3255, 1.7845, 1.4655)
S (1.5168, 2.2473, 2.2553)
C (2.0992, 2.8708, 3.7742)
S (3.6458, 2.8388, 4.2218)
S (0.8143, 3.5917, 4.7078)
H (-4.0555, 4.2405, 3.5928)
H (-3.5394, 2.8364, 2.6290)
H (-2.8105, 4.4512, 2.3446)

=====

(3)
A structure of composition C31H36ClIrN3O4S2 at a distorted geometry, computed with ωB97M-V/def2-TZVPD.

Values from the calculation:
* ⟨S²⟩: 0.84
* relative energy (zero: lowest compared OMol25 entry of this formula, charge and spin): 0.0 kJ/mol
* spin multiplicity: 2
* net charge: +2
* orbital gap (spin up / spin down): 4.07 / 2.91 eV

Atoms and positions in Å:
Ir (-2.5505, -0.4061, 1.1707)
O (-6.1683, -0.9517, 0.5993)
C (-5.2808, -1.3602, 1.2715)
O (-4.3355, -0.6071, 1.8987)
C (-5.1039, -2.8149, 1.5261)
C (-6.2031, -3.6293, 1.4855)
C (-6.0840, -5.0104, 1.7198)
C (-4.8366, -5.5821, 2.0182)
C (-3.7204, -4.7913, 2.0448)
C (-3.8250, -3.3880, 1.7802)
S (-2.3219, -2.6089, 1.7268)
H (-7.1647, -3.1823, 1.2662)
H (-6.9655, -5.6377, 1.6611)
H (-4.7538, -6.6414, 2.2229)
H (-2.7440, -5.2158, 2.2584)
C (5.0805, 2.1867, -1.6409)
C (3.7062, 2.8663, -1.6377)
C (3.0029, 2.5820, -2.9797)
C (3.9079, 4.3866, -1.5394)
C (2.8263, 2.3535, -0.4424)
O (1.5512, 3.0011, -0.4442)
C (3.5547, 2.5843, 0.9037)
C (2.7014, 2.4827, 2.1895)
C (1.5825, 3.4808, 2.3198)
C (1.8268, 4.8595, 2.1878)
C (0.8255, 5.7842, 2.3876)
C (-0.4552, 5.3437, 2.7377)
Cl (-1.6944, 6.4795, 3.0066)
C (-0.7202, 3.9838, 2.8870)
C (0.2947, 3.0702, 2.6813)
C (2.5233, 0.8698, -0.6488)
N (1.4155, 0.3591, 0.1848)
C (0.1326, 0.6506, 0.1136)
N (-0.5233, -0.0740, 1.0199)
C (0.4516, -0.8394, 1.6124)
N (1.6383, -0.6005, 1.1321)
H (5.6375, 2.5162, -2.5208)
H (5.0060, 1.0963, -1.6972)
H (5.6742, 2.4506, -0.7630)
H (3.3923, 3.2547, -3.7463)
H (1.9248, 2.7457, -2.9153)
H (3.1892, 1.5645, -3.3339)
H (4.5527, 4.7045, -2.3607)
H (4.4013, 4.6984, -0.6190)
H (2.9721, 4.9490, -1.6467)
H (1.6770, 3.9400, -0.6172)
H (4.0093, 3.5716, 0.8875)
H (4.3659, 1.8593, 0.9873)
H (3.3920, 2.6837, 3.0160)
H (2.3257, 1.4719, 2.3451)
H (2.8269, 5.2061, 1.9460)
H (1.0179, 6.8460, 2.2963)
H (-1.7143, 3.6639, 3.1767)
H (0.0947, 2.0107, 2.8171)
H (3.3880, 0.2642, -0.4070)
H (2.2516, 0.7025, -1.6864)
H (-0.3018, 1.3788, -0.5554)
H (0.2608, -1.5567, 2.3975)
C (1.0446, -5.7078, -1.2658)
C (0.0086, -4.6226, -1.4229)
C (0.3859, -3.2847, -1.5943)
C (-0.5609, -2.2870, -1.7444)
C (-1.9105, -2.6241, -1.6976)
C (-2.3137, -3.9431, -1.5269)
C (-1.3510, -4.9355, -1.4027)
S (-3.1490, -1.3786, -1.7406)
C (-2.9086, -0.7372, -3.3707)
O (-2.5846, -0.1977, -0.8656)
H (2.0474, -5.3379, -1.4733)
H (0.8385, -6.5411, -1.9388)
H (1.0314, -6.1028, -0.2469)
H (1.4401, -3.0327, -1.6253)
H (-0.2576, -1.2559, -1.9051)
H (-3.3729, -4.1924, -1.5100)
H (-1.6609, -5.9698, -1.2934)
H (-1.8489, -0.5695, -3.5576)
H (-3.4724, 0.1937, -3.4420)
H (-3.3198, -1.4785, -4.0580)

=====

(4)
A structure of composition C35H48NO4S2, computed with ωB97M-V/def2-TZVPD.

Values from the calculation:
* spin multiplicity: 1
* net charge: -1
* orbital gap: 8.48 eV

Atoms and positions in Å:
C (-3.3761, 1.2335, 1.1762)
C (-2.8242, 2.3949, 2.0149)
C (-1.2993, 2.3571, 2.2201)
C (-0.8335, 1.6686, 3.5034)
C (-1.0352, 0.1485, 3.5821)
C (0.0167, -0.7166, 2.8810)
C (-0.0292, -0.7388, 1.3387)
C (1.1678, -0.0606, 0.6738)
C (1.0590, 0.0948, -0.8526)
C (1.7590, 1.3680, -1.3415)
C (0.9085, 2.6201, -1.1182)
S (1.6722, 4.0881, -0.3944)
O (1.0259, 5.1957, -1.0608)
O (1.4874, 3.9796, 1.0368)
N (3.2006, 4.1052, -0.8456)
S (4.3769, 3.3465, -0.1212)
O (5.3077, 2.8286, -1.0961)
O (3.9816, 2.4505, 0.9443)
H (-4.2692, 1.5282, 0.6218)
H (-3.6479, 0.3743, 1.7956)
H (-2.6355, 0.8961, 0.4491)
H (-3.0768, 3.3320, 1.5140)
H (-3.3239, 2.4189, 2.9894)
H (-0.8453, 1.8679, 1.3572)
H (-0.8973, 3.3705, 2.2165)
H (0.2283, 1.8906, 3.6500)
H (-1.3730, 2.1280, 4.3398)
H (-2.0310, -0.1242, 3.2146)
H (-1.0245, -0.1264, 4.6431)
H (1.0098, -0.3984, 3.2162)
H (-0.1100, -1.7421, 3.2418)
H (-0.0578, -1.7845, 1.0093)
H (-0.9568, -0.2863, 0.9785)
H (2.0567, -0.6586, 0.8996)
H (1.3488, 0.9189, 1.1325)
H (1.5231, -0.7659, -1.3441)
H (0.0029, 0.1005, -1.1518)
H (2.7056, 1.4379, -0.8066)
H (1.9992, 1.2914, -2.4031)
H (0.5060, 2.9801, -2.0649)
H (0.0654, 2.4144, -0.4581)
H (5.0339, 4.3651, 0.4736)
C (-3.2277, 0.1992, -3.7183)
C (-3.6206, -0.3678, -2.5145)
C (-4.7854, 0.0592, -1.8930)
C (-5.5636, 1.0473, -2.4793)
C (-5.1798, 1.6021, -3.6930)
C (-4.0095, 1.1818, -4.3102)
H (-2.3077, -0.1177, -4.1936)
H (-3.0063, -1.1278, -2.0478)
H (-5.0720, -0.3629, -0.9382)
H (-6.4628, 1.3931, -1.9851)
H (-5.7835, 2.3768, -4.1488)
H (-3.6973, 1.6290, -5.2454)
C (-0.6042, -0.5747, -7.9059)
C (0.5225, 0.2006, -8.1440)
C (1.4845, 0.3512, -7.1545)
C (1.3228, -0.2762, -5.9270)
C (0.1980, -1.0543, -5.6904)
C (-0.7666, -1.2015, -6.6780)
H (-1.3578, -0.6869, -8.6752)
H (0.6485, 0.6929, -9.1001)
H (2.3582, 0.9636, -7.3366)
H (2.0691, -0.1534, -5.1528)
H (0.0708, -1.5406, -4.7311)
H (-1.6486, -1.8004, -6.4877)
C (-3.4665, -3.7140, 5.2294)
C (-3.3994, -2.8150, 4.1745)
C (-2.8422, -3.2016, 2.9633)
C (-2.3558, -4.4918, 2.8056)
C (-2.4282, -5.3943, 3.8582)
C (-2.9828, -5.0056, 5.0700)
H (-3.8905, -3.4065, 6.1769)
H (-3.7681, -1.8044, 4.2971)
H (-2.7759, -2.4922, 2.1474)
H (-1.9145, -4.7917, 1.8636)
H (-2.0460, -6.3999, 3.7357)
H (-3.0315, -5.7077, 5.8929)
C (7.0977, -1.7583, 1.5525)
C (7.1070, -2.2509, 2.8510)
C (6.2183, -1.7433, 3.7895)
C (5.3212, -0.7465, 3.4275)
C (5.3086, -0.2542, 2.1289)
C (6.2006, -0.7612, 1.1928)
H (7.7936, -2.1504, 0.8206)
H (7.8070, -3.0286, 3.1318)
H (6.2262, -2.1245, 4.8037)
H (4.6273, -0.3499, 4.1585)
H (4.6226, 0.5319, 1.8386)
H (6.1942, -0.3642, 0.1853)

=====

Sequential total energy output: -1146.8556, -5500.8735, -3028.4048, -2514.5922 Eh